A | Here is one molecule with the formula C5H4ClNO from OMol25. Energies are from ωB97M-V/def2-TZVPD.

The geometry in XYZ format:
```
12
Properties=species:S:1:pos:R:3:mulliken_charge:R:1
C -1.38 2.45 -0.01 0.05
C -0.63 1.45 -0.07 -0.41
C -0.01 0.07 -0.13 0.37
N -0.78 -0.91 -0.22 -0.25
O -2.12 -0.53 0.01 -0.43
C 1.43 -0.22 -0.07 0.17
C 1.85 -1.48 0.06 -0.66
Cl 2.45 1.18 -0.04 -0.18
H -2.05 3.36 0.09 0.36
H -2.73 -1.38 0.32 0.34
H 1.07 -2.22 0.01 0.34
H 2.89 -1.77 0.05 0.31
```

Properties
SMILES   C#C/C(=N\O)C(=C)Cl
E_HOMO   -0.340 Ha
E_LUMO   0.0 eV
Frontier orbital gap   9.232 eV
Spin multiplicity   1
Charge   0

=====

B | Here is one molecule with the formula C5H4ClNO from OMol25. Energies are from ωB97M-V/def2-TZVPD.

The geometry in XYZ format:
```
12
Properties=species:S:1:pos:R:3:mulliken_charge:R:1
O -0.65 -0.30 -2.63 -0.42
C -0.95 0.15 -1.42 -0.11
C -0.15 -0.01 -0.35 0.54
C -0.43 0.45 1.00 -0.83
C 0.65 0.08 1.73 0.35
Cl 0.95 0.34 3.39 -0.21
C 1.55 -0.60 0.80 -0.28
N 1.10 -0.65 -0.41 -0.57
H -1.35 -0.08 -3.24 0.35
H -1.91 0.67 -1.31 0.35
H -1.32 0.97 1.33 0.38
H 2.50 -1.02 1.11 0.43
```

Properties
SMILES   O/C=C1/C=C(Cl)C=N1
E_HOMO   -0.323 Ha
E_LUMO   -0.1 eV
Frontier orbital gap   8.733 eV
Spin multiplicity   1
Charge   0

=====

The most stable of them is B.

=====

A | Here is a 2-piece molecular cluster, C6H16N3 overall from OMol25. Energies are from ωB97M-V/def2-TZVPD.

The geometry in XYZ format:
```
25
Properties=species:S:1:pos:R:3:mulliken_charge:R:1
C 1.80 0.79 0.00 0.79
C 2.07 2.26 -0.03 -1.04
C 2.45 -1.55 0.47 -0.77
C -2.26 -0.04 -1.24 -0.80
C -0.90 -1.41 0.41 -0.79
C -1.14 0.97 0.55 -1.05
N 2.35 -0.13 0.48 -0.14
N 0.04 0.21 -1.09 -1.26
N -1.06 -0.14 -0.39 0.75
H 2.10 2.67 -1.07 0.31
H 3.00 2.46 0.52 0.35
H 1.24 2.78 0.50 0.27
H 2.51 -1.96 1.43 0.29
H 3.40 -1.85 -0.04 0.31
H 1.60 -1.89 -0.13 0.27
H -2.31 0.87 -1.82 0.32
H -2.31 -0.75 -2.06 0.32
H -3.03 -0.19 -0.57 0.46
H -0.19 -1.31 1.28 0.31
H -1.93 -1.64 0.83 0.31
H -0.64 -2.26 -0.27 0.39
H -0.81 1.83 0.08 0.43
H -2.16 0.93 1.06 0.35
H -0.35 0.82 1.31 0.42
H 0.35 -0.58 -1.50 0.23
```

Properties
E_HOMO   -0.458 Ha
E_LUMO   -2.9 eV
Frontier orbital gap   9.566 eV
Spin multiplicity   1
Charge   +1

=====

B | Here is an isolated ion of composition C6H16N3 and charge +1 from OMol25. Energies are from ωB97M-V/def2-TZVPD.

The geometry in XYZ format:
```
25
Properties=species:S:1:pos:R:3:mulliken_charge:R:1
C 1.24 1.34 -0.73 -1.38
N 0.39 0.41 0.13 -0.04
C 1.19 -0.13 1.18 0.75
N 0.97 -1.21 1.92 -0.26
N 2.31 0.59 1.54 -0.41
C -0.88 -0.10 -0.55 1.83
C -1.77 1.07 -0.95 -1.72
C -0.57 -1.03 -1.73 -1.28
C -1.60 -0.90 0.60 -1.94
H 2.13 0.90 -1.21 0.37
H 1.49 2.15 -0.14 0.57
H 0.53 1.71 -1.42 0.38
H 1.86 -1.40 2.39 0.22
H 0.21 -1.78 2.03 0.15
H 2.90 0.39 2.34 0.20
H 2.63 1.47 1.25 0.10
H -2.83 0.76 -1.34 0.39
H -1.98 1.79 -0.13 0.37
H -1.48 1.55 -1.86 0.54
H -0.95 -2.09 -1.46 0.28
H 0.48 -1.08 -1.80 0.38
H -0.92 -0.66 -2.74 0.32
H -1.31 -0.61 1.60 0.52
H -2.79 -1.14 0.50 0.31
H -1.25 -2.01 0.60 0.36
```

Properties
SMILES   C[N+](=C(N)N)C(C)(C)C
E_HOMO   -0.513 Ha
E_LUMO   -2.8 eV
Frontier orbital gap   11.134 eV
Spin multiplicity   1
Charge   +1

=====

The most stable of them is B.

=====

A | Here is a 3-piece molecular cluster, C3H10NO overall from OMol25. Energies are from ωB97M-V/def2-TZVPD.

The geometry in XYZ format:
```
15
Properties=species:S:1:pos:R:3:mulliken_charge:R:1
C 0.47 0.79 2.78 -1.05
C 0.55 0.63 1.32 0.28
C -0.51 0.98 0.46 0.04
N -0.63 0.91 -0.82 -0.41
H -0.47 1.27 3.04 0.36
H 0.50 -0.20 3.24 0.37
H 1.33 1.36 3.16 0.37
H 1.46 0.21 0.88 0.33
H -1.40 1.40 0.95 0.36
H 0.22 0.52 -1.27 0.25
H 3.87 -7.05 -5.15 0.01
H 3.70 -6.45 -4.76 -0.01
H -2.28 1.60 -1.17 0.41
H -3.65 2.08 -1.74 0.34
O -3.15 1.93 -0.92 -0.65
```

Properties
E_HOMO   -0.526 Ha
E_LUMO   -8.7 eV
Frontier orbital gap   5.581 eV
Spin multiplicity   1
Charge   +1

=====

B | Here is a 2-piece molecular cluster, C3H10NO overall from OMol25. Energies are from ωB97M-V/def2-TZVPD.

The geometry in XYZ format:
```
15
Properties=species:S:1:pos:R:3:mulliken_charge:R:1
C 1.02 0.28 -2.15 -0.53
O 1.64 0.16 -0.81 -0.61
H 1.42 1.17 -2.63 0.26
H 1.10 -0.69 -2.62 0.30
H -0.04 0.38 -1.92 0.26
H 2.53 -0.20 -0.88 0.31
C -0.94 0.32 0.87 -0.06
C -2.11 0.40 1.48 -0.68
N -0.11 -0.90 0.96 -0.23
H -0.41 1.15 0.45 0.38
H -2.62 1.35 1.60 0.26
H -2.60 -0.48 1.89 0.25
H 0.33 -0.88 1.88 0.37
H -0.70 -1.72 0.89 0.41
H 0.59 -0.87 0.17 0.32
```

Properties
E_HOMO   -0.562 Ha
E_LUMO   -3.4 eV
Frontier orbital gap   11.880 eV
Spin multiplicity   1
Charge   +1

=====

The most stable of them is B.

=====

A | Here is a 2-piece molecular cluster, C3H10NO overall from OMol25. Energies are from ωB97M-V/def2-TZVPD.

The geometry in XYZ format:
```
15
Properties=species:S:1:pos:R:3:mulliken_charge:R:1
C 0.79 1.07 -2.10 -0.72
N 1.36 1.04 -0.68 -0.25
H -0.16 1.60 -2.20 0.30
H 0.76 0.06 -2.49 0.31
H 1.55 1.67 -2.60 0.38
H 0.95 1.92 -0.34 0.39
H 0.85 0.33 -0.09 0.27
H 2.35 1.09 -0.45 0.39
C -1.97 -1.78 1.62 -0.69
C -1.23 -0.70 1.47 0.14
O 0.09 -0.72 1.06 -0.60
H -1.48 -2.74 1.77 0.21
H -3.03 -1.85 1.84 0.27
H -1.54 0.32 1.69 0.30
H 0.70 -1.32 1.51 0.29
```

Properties
E_HOMO   -0.485 Ha
E_LUMO   -3.5 eV
Frontier orbital gap   9.661 eV
Spin multiplicity   1
Charge   +1

=====

B | Here is a 2-piece molecular cluster, C3H10NO overall from OMol25. Energies are from ωB97M-V/def2-TZVPD.

The geometry in XYZ format:
```
15
Properties=species:S:1:pos:R:3:mulliken_charge:R:1
C -2.54 -0.24 0.38 -0.59
O -1.38 0.58 0.21 -0.55
H -2.71 -0.80 -0.53 0.26
H -2.41 -0.93 1.21 0.27
H -3.45 0.34 0.53 0.28
H -1.44 1.37 0.74 0.29
C 1.77 0.32 0.09 0.03
C 2.33 -0.79 0.51 -0.65
N 0.95 0.35 -1.13 -0.21
H 1.50 1.10 0.79 0.33
H 2.96 -0.75 1.39 0.26
H 2.25 -1.76 0.03 0.23
H 1.13 1.21 -1.66 0.39
H 1.11 -0.46 -1.73 0.36
H -0.07 0.46 -0.83 0.29
```

Properties
E_HOMO   -0.553 Ha
E_LUMO   -3.3 eV
Frontier orbital gap   11.767 eV
Spin multiplicity   1
Charge   +1

=====

The most stable of them is B.